w | A single C4H3N7S2 molecule. Source: the Open Molecules 2025 dataset; level of theory: ωB97M-V with the def2-TZVPD basis set.

Values from the calculation:
LUMO level	-0.6	eV
HOMO	-8.70	eV
frontier orbital gap	8.11	eV

Last columns: bonded neighbours and bond lengths (Å).
Geometry (Å):
1 C 4.47473 0.28671 -0.00202  N2 1.306, S13 1.738, H14 1.092
2 N 3.61081 1.26632 0.00970  C1 1.306, N3 1.353
3 N 2.33022 0.83145 0.04726  N2 1.353, C4 1.309
4 C 2.25075 -0.47452 -0.00676  N3 1.309, N5 1.406, S13 1.733
5 N 1.11364 -1.30094 -0.00868  C4 1.406, N6 1.248
6 N 0.04987 -0.65421 0.07798  N5 1.248, N7 1.350
7 N -1.03698 -1.45457 0.07926  N6 1.350, C8 1.304
8 C -2.06901 -0.65825 0.03378  N7 1.304, N9 1.370, S12 1.748
9 N -2.12354 0.70952 -0.01594  C8 1.370, N10 1.351, H15 0.997
10 N -3.34307 1.29106 -0.02488  N9 1.351, C11 1.292
11 C -4.26902 0.39023 -0.04769  N10 1.292, S12 1.741, H16 1.089
12 S -3.71016 -1.25784 -0.01633  C8 1.748, C11 1.741
13 S 3.77232 -1.30259 -0.04856  C1 1.738, C4 1.733
14 H 5.55677 0.42801 -0.02705  C1 1.092
15 H -1.28208 1.24490 -0.00925  N9 0.997
16 H -5.32525 0.65471 -0.04080  C11 1.089

=====

x | A single C4H3N7S2 molecule. Source: the Open Molecules 2025 dataset; level of theory: ωB97M-V with the def2-TZVPD basis set.

Values from the calculation:
LUMO level	-0.3	eV
HOMO	-8.84	eV
frontier orbital gap	8.53	eV

Last columns: bonded neighbours and bond lengths (Å).
Geometry (Å):
1 C -1.78089 1.95859 -3.68478  N2 1.256, S13 1.751, H14 1.171
2 N -2.36683 1.12773 -2.94689  C1 1.256, N3 1.290
3 N -1.58977 0.73918 -1.99320  N2 1.290, C4 1.302
4 C -0.35554 1.15413 -1.97234  N3 1.302, N5 1.379, S13 1.622
5 N 0.72217 0.91178 -1.14767  C4 1.379, N6 1.149
6 N 0.58135 0.21659 -0.24325  N5 1.149, N7 1.483
7 N 1.77326 0.02125 0.61726  N6 1.483, C8 1.323
8 C 1.28855 -0.66091 1.64179  N7 1.323, N9 1.379, S12 1.718
9 N 0.06091 -1.15678 2.02677  C8 1.379, N10 1.308, H15 1.068
10 N 0.01541 -2.09985 2.93134  N9 1.308, C11 1.336
11 C 1.16974 -2.21024 3.59542  N10 1.336, S12 1.857, H16 1.085
12 S 2.38559 -0.97632 2.92589  C8 1.718, C11 1.857
13 S -0.11745 2.19579 -3.19279  C1 1.751, C4 1.622
14 H -2.17487 2.43452 -4.67974  C1 1.171
15 H -0.87978 -0.95622 1.56357  N9 1.068
16 H 1.26816 -2.69925 4.55862  C11 1.085

=====

Most stable: w

=====

w | 2 unconnected molecules or ions with the total composition C4H14N2OS. Source: the Open Molecules 2025 dataset; level of theory: ωB97M-V with the def2-TZVPD basis set.

Values from the calculation:
LUMO level	0.8	eV
HOMO	-8.75	eV
frontier orbital gap	9.54	eV

Last columns: bonded neighbours and bond lengths (Å).
Geometry (Å):
1 C -0.94506 1.98695 -1.70166  N2 1.455, H8 1.117, H9 1.074, H10 1.071
2 N 0.03903 1.64880 -0.68486  C1 1.455, C3 1.421, H11 1.003
3 C -0.35750 0.72707 0.32164  N2 1.421, C4 1.589, H12 1.095, H13 1.079
4 C 0.42136 -0.65714 0.26749  C3 1.589, N5 1.487, C6 1.545, H14 1.082
5 N -0.04678 -1.34113 1.50267  C4 1.487, H15 1.006, H16 1.004
6 C -0.07491 -1.49957 -0.92863  C4 1.545, S7 1.860, H17 1.092, H18 1.102
7 S 0.94171 -2.92210 -1.56434  C6 1.860, H19 1.307
8 H -0.41373 2.13733 -2.67302  C1 1.117
9 H -1.53511 2.88143 -1.62378  C1 1.074
10 H -1.58944 1.17992 -1.98700  C1 1.071
11 H 0.62654 2.42007 -0.42769  N2 1.003
12 H 0.05204 1.19962 1.22025  C3 1.095
13 H -1.38924 0.40974 0.31187  C3 1.079
14 H 1.47581 -0.41644 0.24723  C4 1.082
15 H 0.32801 -2.26233 1.65452  N5 1.006
16 H -1.04541 -1.36093 1.60790  N5 1.004
17 H -1.04533 -1.96153 -0.73574  C6 1.092
18 H -0.17995 -0.70835 -1.68797  C6 1.102
19 H 1.77266 -2.31350 -2.36866  S7 1.307
20 O 1.14913 0.30635 3.49031  H21 1.019, H22 0.962
21 H 1.04757 -0.45295 2.81811  O20 1.019
22 H 0.76857 0.99868 2.94134  O20 0.962

=====

x | 2 unconnected molecules or ions with the total composition C4H14N2OS. Source: the Open Molecules 2025 dataset; level of theory: ωB97M-V with the def2-TZVPD basis set.

Values from the calculation:
LUMO level	0.8	eV
HOMO	-8.92	eV
frontier orbital gap	9.69	eV

Last columns: bonded neighbours and bond lengths (Å).
Geometry (Å):
1 N 2.69378 0.53015 -0.37843  C2 1.464, H8 1.004, H9 1.015
2 C 1.46263 1.32240 -0.36655  N1 1.464, C3 1.515, H10 1.072, H11 1.090
3 C 0.50533 0.96344 0.75175  C2 1.515, N4 1.476, H12 1.093, H13 1.090
4 N 0.01552 -0.42292 0.62842  C3 1.476, C5 1.454, H14 1.003
5 C -1.23387 -0.66218 1.33180  N4 1.454, C6 1.537, H15 1.092, H16 1.097
6 C -2.39720 -0.61459 0.32820  C5 1.537, S7 1.828, H17 1.094, H18 1.095
7 S -2.56040 0.93079 -0.63459  C6 1.828, H19 1.337
8 H 2.58599 -0.35394 -0.84129  N1 1.004
9 H 3.03805 0.39030 0.56603  N1 1.015
10 H 0.96876 1.24900 -1.31565  C2 1.072
11 H 1.76019 2.36369 -0.24660  C2 1.090
12 H -0.38627 1.59141 0.68537  C3 1.093
13 H 0.99055 1.11542 1.71576  C3 1.090
14 H 0.74035 -1.07472 0.86578  N4 1.003
15 H -1.30684 -0.00272 2.19869  C5 1.092
16 H -1.22240 -1.72924 1.58697  C5 1.097
17 H -2.21757 -1.43621 -0.37108  C6 1.094
18 H -3.36862 -0.77561 0.80797  C6 1.095
19 H -1.62880 0.60789 -1.53749  S7 1.337
20 O 0.24563 -1.38445 -2.15967  H21 0.976, H22 0.959
21 H 0.14580 -1.23840 -1.19969  O20 0.976
22 H 1.16940 -1.36952 -2.41568  O20 0.959

=====

y | 2 unconnected molecules or ions with the total composition C4H14N2OS. Source: the Open Molecules 2025 dataset; level of theory: ωB97M-V with the def2-TZVPD basis set.

Values from the calculation:
LUMO level	0.6	eV
HOMO	-8.59	eV
frontier orbital gap	9.21	eV

Last columns: bonded neighbours and bond lengths (Å).
Geometry (Å):
1 N -3.00000 1.40104 -0.71966  C2 1.463, H5 1.013, H6 1.012
2 C -1.82392 0.59482 -0.39200  N1 1.463, C3 1.524, H7 1.092, H8 1.095
3 C -1.57319 0.40049 1.09904  C2 1.524, O4 1.394, H9 1.097, H10 1.110
4 O -0.59264 -0.53996 1.40919  C3 1.394, H11 1.119
5 H -2.97008 2.29059 -0.23626  N1 1.013
6 H -3.83812 0.92502 -0.41003  N1 1.012
7 H -0.95497 1.03374 -0.88771  C2 1.092
8 H -1.96794 -0.39052 -0.84751  C2 1.095
9 H -2.50679 0.10637 1.59324  C3 1.097
10 H -1.32885 1.39408 1.52980  C3 1.110
11 H 0.46012 -0.16210 1.36702  O4 1.119
12 N 1.80395 0.12624 1.19284  C13 1.488, H16 1.017, H17 1.013
13 C 2.15974 -0.11328 -0.23213  N12 1.488, C14 1.525, H18 1.089, H19 1.092
14 C 1.58045 -1.44160 -0.70864  C13 1.525, S15 1.817, H20 1.085, H21 1.091
15 S 1.98708 -1.91947 -2.41413  C14 1.817, H22 1.336
16 H 1.86464 1.09617 1.49089  N12 1.017
17 H 2.32663 -0.45170 1.84021  N12 1.013
18 H 1.75178 0.73852 -0.77417  C13 1.089
19 H 3.24950 -0.13461 -0.30362  C13 1.092
20 H 0.50351 -1.39308 -0.58621  C14 1.085
21 H 1.94944 -2.22660 -0.04634  C14 1.091
22 H 0.91967 -1.33414 -2.96383  S15 1.336

=====

Most stable: x